1.
28
Properties=species:S:1:pos:R:3:mulliken_charge:R:1 method="wB97M-V/def2-TZVPD" de_lowest_kcal_mol=13.53 total_charge=+1 multiplicity=1 homo_energy_ev=-14.01 lumo_ev=-3.09 orbital_gap_ev=10.916
O 0.113 -3.592 1.127 -0.49
C 0.035 -2.421 1.413 -0.07
C -0.361 -1.433 0.340 0.12
C 0.374 -0.115 0.468 -1.19
C 0.204 0.941 -0.649 -0.56
C -0.514 2.222 -0.160 -0.54
C 0.452 3.380 0.012 -1.32
N -0.177 -2.076 -0.994 -0.14
H 0.247 -2.100 2.433 0.40
H -1.433 -1.313 0.431 0.28
H 1.444 -0.359 0.531 0.34
H 0.170 0.338 1.431 0.69
H -0.311 0.533 -1.527 0.40
H 1.172 1.211 -1.078 0.42
H -0.968 2.036 0.807 0.31
H -1.295 2.483 -0.867 0.31
H 1.339 3.037 0.563 0.35
H 0.814 3.782 -0.931 0.34
H 0.095 4.204 0.628 0.37
H 0.456 -2.883 -0.981 0.44
H -1.038 -2.383 -1.419 0.33
H 0.273 -1.453 -1.700 0.22
H 1.502 -1.153 -3.882 0.30
H 0.028 -1.006 -4.233 0.30
O 0.624 -1.309 -3.540 -0.62
H -0.728 -0.590 4.513 0.29
H -1.627 0.318 3.656 0.29
O -0.889 -0.299 3.612 -0.57



2.
8
Properties=species:S:1:pos:R:3:mulliken_charge:R:1 method="wB97M-V/def2-TZVPD" de_lowest_kcal_mol=36.22 total_charge=0 multiplicity=1 homo_energy_ev=-7.87 lumo_ev=1.12 orbital_gap_ev=8.985 smiles="C=C1C=C1"
C 1.323 -0.040 -0.649 -0.35
C 0.308 0.356 -1.395 -0.25
C -0.003 -0.174 -0.097 0.19
C -0.832 -0.102 1.067 -0.78
H 2.332 -0.017 -0.543 0.38
H 0.017 0.850 -2.282 0.35
H -1.945 -0.190 1.086 0.21
H -0.488 -0.327 2.047 0.25



What did the second record say?
8
Properties=species:S:1:pos:R:3:mulliken_charge:R:1 method="wB97M-V/def2-TZVPD" de_lowest_kcal_mol=36.22 total_charge=0 multiplicity=1 homo_energy_ev=-7.87 lumo_ev=1.12 orbital_gap_ev=8.985 smiles="C=C1C=C1"
C 1.323 -0.040 -0.649 -0.35
C 0.308 0.356 -1.395 -0.25
C -0.003 -0.174 -0.097 0.19
C -0.832 -0.102 1.067 -0.78
H 2.332 -0.017 -0.543 0.38
H 0.017 0.850 -2.282 0.35
H -1.945 -0.190 1.086 0.21
H -0.488 -0.327 2.047 0.25



Question: Which value of multiplicity does entry 2 give?
Answer: 1